{
  "formula": "C62H126N10O6",
  "method": "the ωB97M-V functional and the def2-TZVPD basis",
  "smiles": "CC1(C)CCCC(C)(C)N1O.CC1(C)CCCC(C)(C)N1O.CC1(C)CCCC(C)(C)N1O.CC1(C)CCCC(C)(C)N1O.CC1(C)CCCC(C)(C)N1O.CC1(C)CCCC(C)(C)N1O.CC#N.CC#N.CC#N.CC#N",
  "e_tot_ev": -93514.62005,
  "orbital_gap_ev": 8.30,
  "molar_mass_da": 1107.75,
  "species": ["C", "C", "C", "C", "C", "C", "C", "C", "C", "N", "O", "H", "H", "H", "H", "H", "H", "H", "H", "H", "H", "H", "H", "H", "H", "H", "H", "H", "H", "H", "C", "C", "C", "C", "C", "C", "C", "C", "C", "N", "O", "H", "H", "H", "H", "H", "H", "H", "H", "H", "H", "H", "H", "H", "H", "H", "H", "H", "H", "H", "C", "C", "C", "C", "C", "C", "C", "C", "C", "N", "O", "H", "H", "H", "H", "H", "H", "H", "H", "H", "H", "H", "H", "H", "H", "H", "H", "H", "H", "H", "C", "C", "C", "C", "C", "C", "C", "C", "C", "N", "O", "H", "H", "H", "H", "H", "H", "H", "H", "H", "H", "H", "H", "H", "H", "H", "H", "H", "H", "H", "C", "C", "C", "C", "C", "C", "C", "C", "C", "N", "O", "H", "H", "H", "H", "H", "H", "H", "H", "H", "H", "H", "H", "H", "H", "H", "H", "H", "H", "H", "C", "C", "C", "C", "C", "C", "C", "C", "C", "N", "O", "H", "H", "H", "H", "H", "H", "H", "H", "H", "H", "H", "H", "H", "H", "H", "H", "H", "H", "H", "C", "C", "N", "H", "H", "H", "C", "C", "N", "H", "H", "H", "C", "C", "N", "H", "H", "H", "C", "C", "N", "H", "H", "H"],
  "coordinates": [[5.682, 1.952, -4.555], [4.856, 0.730, -4.513], [3.464, 1.088, -5.033], [5.411, -0.386, -5.329], [6.584, -1.143, -4.695], [6.112, -1.780, -3.421], [5.686, -0.664, -2.429], [4.877, -1.417, -1.302], [6.879, 0.094, -1.860], [4.622, 0.226, -3.104], [4.357, 1.310, -2.314], [5.509, 2.522, -5.467], [5.564, 2.555, -3.656], [6.783, 1.757, -4.562], [2.988, 1.832, -4.379], [3.426, 1.574, -6.007], [2.851, 0.204, -5.064], [4.637, -1.128, -5.387], [5.676, -0.028, -6.331], [6.872, -1.864, -5.465], [7.441, -0.480, -4.559], [6.828, -2.442, -2.912], [5.241, -2.307, -3.790], [4.600, -0.741, -0.491], [5.398, -2.269, -0.857], [3.962, -1.724, -1.816], [7.667, 0.294, -2.584], [7.257, -0.349, -0.921], [6.654, 1.114, -1.518], [3.443, 1.129, -2.044], [-5.952, -0.433, -6.742], [-5.707, 0.003, -5.253], [-6.285, -1.114, -4.394], [-4.217, 0.124, -4.959], [-3.662, 1.415, -5.588], [-4.391, 2.620, -5.075], [-5.851, 2.542, -5.406], [-6.573, 3.616, -4.618], [-6.192, 2.805, -6.896], [-6.381, 1.290, -4.881], [-7.761, 1.212, -5.041], [-5.703, -1.482, -6.867], [-6.991, -0.443, -7.098], [-5.328, 0.159, -7.386], [-6.131, -0.954, -3.323], [-7.358, -1.320, -4.491], [-5.721, -2.030, -4.589], [-4.051, 0.143, -3.876], [-3.705, -0.757, -5.386], [-2.578, 1.527, -5.464], [-3.765, 1.384, -6.665], [-3.933, 3.531, -5.469], [-4.211, 2.663, -4.000], [-6.248, 4.616, -4.951], [-6.418, 3.373, -3.541], [-7.644, 3.456, -4.890], [-5.993, 3.835, -7.179], [-7.269, 2.623, -7.031], [-5.658, 2.250, -7.643], [-7.927, 1.041, -6.001], [-1.943, -4.147, 3.915], [-0.723, -4.355, 3.060], [-0.303, -3.061, 2.344], [0.537, -4.818, 3.859], [0.319, -6.225, 4.363], [0.207, -7.088, 3.158], [-1.025, -6.798, 2.361], [-0.929, -7.527, 1.058], [-2.300, -7.137, 3.075], [-0.959, -5.335, 1.959], [-2.150, -4.884, 1.323], [-2.066, -4.762, 4.772], [-1.980, -3.153, 4.364], [-2.874, -4.154, 3.369], [-1.133, -2.702, 1.730], [-0.113, -2.320, 3.137], [0.568, -3.196, 1.684], [1.445, -4.769, 3.245], [0.751, -4.146, 4.696], [1.092, -6.530, 5.068], [-0.535, -6.376, 5.064], [0.228, -8.175, 3.416], [1.101, -7.023, 2.522], [-1.843, -7.425, 0.485], [-0.855, -8.602, 1.196], [-0.166, -7.141, 0.392], [-2.430, -8.195, 2.981], [-3.114, -6.582, 2.601], [-2.341, -6.876, 4.120], [-1.755, -4.713, 0.450], [1.239, 4.209, 4.845], [2.692, 4.673, 4.727], [2.729, 6.108, 4.059], [3.363, 4.746, 6.034], [3.708, 3.441, 6.664], [4.609, 2.765, 5.618], [3.928, 2.561, 4.236], [5.045, 2.116, 3.216], [2.816, 1.453, 4.359], [3.505, 3.857, 3.788], [2.945, 3.780, 2.519], [1.187, 3.685, 5.810], [1.019, 3.474, 4.081], [0.428, 4.928, 4.749], [3.747, 6.352, 3.732], [2.350, 6.930, 4.679], [2.095, 6.039, 3.186], [4.303, 5.277, 5.912], [2.847, 5.417, 6.704], [2.875, 2.796, 6.953], [4.215, 3.611, 7.607], [4.941, 1.782, 6.005], [5.491, 3.410, 5.502], [5.324, 1.067, 3.389], [4.594, 2.049, 2.249], [5.912, 2.760, 3.343], [2.185, 1.319, 3.498], [3.223, 0.455, 4.425], [2.128, 1.603, 5.190], [3.453, 4.344, 1.945], [1.008, -0.993, -2.599], [-0.082, 0.003, -2.332], [-0.417, 0.685, -3.759], [-1.377, -0.602, -1.832], [-1.208, -1.111, -0.443], [-0.815, 0.013, 0.424], [0.462, 0.751, 0.006], [0.509, 2.104, 0.714], [1.708, -0.064, 0.383], [0.326, 1.111, -1.419], [1.602, 1.593, -1.860], [0.773, -1.554, -3.501], [1.989, -0.539, -2.699], [1.035, -1.810, -1.853], [-1.303, 1.273, -3.544], [0.361, 1.401, -3.944], [-0.570, -0.030, -4.590], [-2.165, 0.182, -1.902], [-1.669, -1.480, -2.455], [-2.161, -1.498, -0.093], [-0.474, -1.920, -0.364], [-0.677, -0.354, 1.424], [-1.691, 0.669, 0.390], [1.365, 2.709, 0.483], [0.509, 2.067, 1.808], [-0.351, 2.702, 0.385], [1.358, -1.123, 0.516], [2.025, 0.256, 1.387], [2.514, 0.011, -0.311], [1.306, 2.468, -2.201], [-0.409, -0.052, 4.951], [-1.820, 0.458, 4.972], [-1.755, 1.988, 4.821], [-2.621, -0.237, 3.944], [-4.080, -0.033, 4.116], [-4.491, -0.571, 5.471], [-3.758, 0.118, 6.604], [-4.267, 1.558, 6.737], [-4.079, -0.643, 7.866], [-2.314, 0.011, 6.343], [-1.610, 0.868, 7.311], [0.210, 0.202, 4.091], [0.061, 0.373, 5.832], [-0.205, -1.106, 5.012], [-2.692, 2.522, 4.798], [-1.153, 2.407, 5.631], [-1.300, 2.346, 3.908], [-2.280, 0.140, 2.974], [-2.473, -1.338, 4.046], [-4.324, 1.023, 4.029], [-4.623, -0.474, 3.278], [-4.260, -1.647, 5.455], [-5.560, -0.473, 5.583], [-4.316, 2.068, 5.778], [-3.647, 2.167, 7.416], [-5.228, 1.540, 7.261], [-3.244, -0.699, 8.560], [-4.367, -1.644, 7.572], [-4.887, -0.183, 8.413], [-0.870, 0.411, 7.675], [2.028, -4.176, -2.394], [0.716, -4.191, -1.783], [-0.298, -4.178, -1.231], [2.812, -4.361, -1.634], [2.157, -3.316, -3.001], [1.965, -5.073, -3.005], [1.802, -2.873, -7.426], [0.675, -2.524, -6.613], [-0.253, -2.144, -6.018], [2.327, -2.012, -7.763], [1.490, -3.391, -8.315], [2.481, -3.533, -6.874], [2.557, 4.733, -5.371], [1.844, 4.215, -4.228], [1.251, 3.839, -3.313], [2.713, 4.011, -6.145], [3.550, 5.128, -5.281], [1.990, 5.513, -5.889], [-2.258, 3.364, -1.146], [-2.786, 3.404, 0.202], [-3.300, 3.423, 1.229], [-1.545, 4.159, -1.350], [-3.115, 3.381, -1.828], [-1.669, 2.432, -1.217]],
  "forces_ev_per_a": [[2.6, 1.0, 0.2], [-1.0, -0.2, 1.0], [-0.5, 0.7, 0.4], [0.8, -0.5, 0.0], [0.7, 0.6, -1.1], [0.1, 1.2, 0.0], [-1.3, -0.6, 0.3], [0.1, 1.0, -0.7], [0.2, 0.9, 0.7], [1.5, -2.0, -1.4], [-0.6, 0.7, 1.2], [-0.2, 0.2, 0.1], [-0.4, 0.3, -0.2], [-0.6, -0.2, -0.1], [0.1, -0.4, 0.2], [0.5, -0.2, -0.3], [-0.4, -0.3, 0.0], [-0.7, -0.4, -0.5], [-0.2, -0.1, 0.1], [0.2, -0.3, 0.3], [0.0, 0.0, 0.1], [-0.2, 0.1, -0.3], [-0.4, -0.7, 0.8], [0.0, 0.0, 0.0], [0.1, 0.1, -0.3], [0.0, -0.3, 0.4], [0.2, -0.6, 0.0], [0.1, -0.3, -0.7], [-0.7, -0.2, -0.2], [-0.2, 0.6, 0.2], [0.0, 0.0, 0.6], [-1.5, -0.3, -0.4], [0.1, -0.5, 1.0], [0.5, 0.5, -0.7], [0.8, -0.6, -0.2], [1.0, -0.1, 0.0], [-0.6, 0.8, -0.3], [-1.0, -0.2, 0.0], [-0.2, 0.1, 0.2], [1.2, -1.1, 0.3], [-0.5, -0.5, -1.0], [0.5, -0.2, 0.1], [0.1, 0.6, 0.3], [0.1, 0.1, -0.6], [0.0, 0.4, 0.0], [0.3, 0.2, -0.4], [-0.2, -0.1, -0.3], [-0.1, -0.1, -0.1], [-0.2, 0.3, 0.3], [-0.2, -0.2, 0.4], [-0.2, -0.2, -0.5], [-0.3, 0.1, -0.2], [-0.4, 0.1, 0.2], [-0.1, -0.3, 0.5], [-0.2, 0.7, -0.7], [0.7, 0.7, 0.6], [-0.1, 0.3, 0.3], [0.3, 0.2, -0.1], [0.3, -0.7, -0.1], [0.0, 0.1, 0.8], [-0.6, 1.5, 0.5], [1.7, -0.2, -0.9], [-0.6, 0.3, 0.4], [-0.9, 0.3, 0.6], [0.3, -0.2, 1.5], [0.8, -2.0, 0.3], [0.0, 1.9, -0.9], [-0.9, -0.7, -1.0], [-0.6, 0.4, -0.1], [0.8, -0.1, 1.4], [0.5, -0.7, -0.9], [0.2, -1.1, 0.6], [0.5, 0.2, 0.0], [-0.1, -0.4, -0.5], [0.1, 0.1, 0.1], [0.2, 0.0, -0.5], [-0.2, -0.1, 0.4], [-0.3, -0.2, -0.2], [-0.4, 0.2, -0.1], [0.7, -0.1, -0.4], [0.0, 0.6, -0.9], [-0.4, 0.6, 0.0], [-0.1, 0.5, 0.0], [-0.4, 0.2, -0.1], [0.4, -0.2, 0.1], [0.5, 0.0, 0.2], [-0.5, -0.7, 0.0], [-0.1, -0.4, -0.1], [0.3, 0.0, 0.3], [-0.6, 0.2, -0.1], [0.0, -1.1, 0.5], [-0.8, 2.0, -2.6], [-0.1, -0.7, 0.3], [0.7, 1.0, 1.3], [0.3, -0.9, -0.3], [0.0, -0.8, 0.6], [0.9, -1.5, 0.1], [-1.0, -1.0, 1.5], [0.3, 0.4, 0.0], [0.7, 0.8, 1.2], [-1.4, -0.6, -0.2], [-0.6, 0.1, -0.2], [0.0, -0.2, -0.2], [0.4, 0.5, 0.3], [-0.1, -0.1, 0.2], [0.0, -0.4, 0.1], [-0.1, 0.2, -0.3], [0.4, 0.1, -0.3], [-0.8, 0.1, 0.2], [-0.3, 0.1, -0.3], [0.5, 0.0, 0.1], [0.0, 0.3, -0.4], [-0.1, -0.2, -0.2], [0.2, 0.2, 0.4], [0.1, 0.6, -0.8], [-0.1, 0.1, -0.5], [-0.3, 0.7, -0.8], [0.6, -0.2, 0.5], [0.2, 0.1, 0.1], [0.5, 0.4, -0.1], [0.1, -1.7, 0.6], [-0.2, 1.2, -2.4], [0.0, -0.4, 1.9], [-0.2, -0.7, -0.8], [-0.1, -0.8, 0.2], [-0.1, 1.0, 0.4], [0.0, 0.8, 0.3], [-0.7, 0.6, 0.3], [-1.5, -1.2, 1.1], [0.0, -1.2, -0.4], [-0.9, 0.7, 0.0], [0.0, 0.2, -0.4], [0.1, 0.0, -0.1], [0.2, 0.8, 0.1], [-0.4, 0.1, -0.4], [0.5, 0.1, -0.6], [0.1, 0.3, 0.6], [0.3, -0.6, 0.2], [0.2, 0.8, -0.1], [-0.1, -0.3, 0.2], [-0.3, 0.0, -0.3], [0.0, 0.1, 0.7], [0.3, 0.5, 0.4], [0.7, 0.0, -0.4], [-0.2, -0.4, 0.0], [0.1, -0.2, 0.4], [0.8, 0.6, -0.3], [0.1, 0.0, -0.4], [0.5, 0.0, -0.4], [0.8, -0.5, 0.1], [1.7, 0.2, 0.1], [0.4, 0.2, 1.4], [0.1, 0.4, 0.2], [-0.1, -1.0, -0.9], [-0.9, 0.7, -0.4], [0.2, -0.4, -1.3], [0.1, 0.9, 0.3], [0.1, 0.5, 0.8], [0.3, -0.4, 0.6], [1.2, 0.5, -0.2], [-1.9, 0.6, -0.6], [-0.3, 0.7, -0.3], [0.5, 0.2, -0.1], [-0.9, -0.8, 0.3], [-0.5, -0.2, 0.3], [-0.2, -0.1, 0.0], [0.5, -0.5, -0.6], [0.0, -0.4, 0.0], [0.3, 0.8, -0.4], [0.0, 0.3, 0.1], [-0.1, -0.4, 0.2], [0.0, 0.1, 0.3], [-0.4, 0.1, 0.4], [-0.3, 0.0, 0.2], [0.1, -0.4, -0.4], [-0.2, 0.0, -0.6], [0.2, 0.0, -0.1], [0.0, -0.4, 0.3], [-0.4, 0.0, 0.1], [0.6, -1.2, 0.1], [-0.2, -1.9, 0.6], [-1.0, 0.6, 1.3], [0.6, -0.3, -0.5], [-0.4, 0.5, -0.4], [0.4, 0.8, -0.4], [0.6, -0.1, -0.5], [0.6, -1.1, 0.1], [-2.5, 1.4, 1.4], [1.8, -0.9, -1.0], [0.5, 0.9, 0.0], [-0.3, -0.4, -0.3], [0.0, 0.2, -0.1], [-0.3, 0.7, -1.5], [-0.1, 0.0, 0.9], [0.4, 0.6, -1.0], [-0.3, -1.0, -0.2], [0.4, 0.2, 1.2], [-0.2, 0.0, 0.4], [0.2, -0.7, 0.0], [-0.4, 0.4, 0.3], [0.1, -0.1, 0.1], [-0.2, 0.2, 0.0], [0.4, 0.0, -0.1], [-0.4, 0.3, -0.4]]
}